The following is a quantum chemistry calculation of a 2-piece molecular cluster, C4H9NO2 overall, from the OMol25 dataset.

Structure (XYZ):
```
16
Properties=species:S:1:pos:R:3
C -1.32 0.27 2.26
N -0.43 -0.03 1.17
C 0.79 -0.54 1.36
O 1.61 -0.80 0.49
H -1.54 1.34 2.30
H -2.26 -0.28 2.15
H -0.87 -0.02 3.22
H -0.74 0.20 0.21
H 1.04 -0.71 2.43
C 0.75 -0.53 -1.98
C -0.31 0.49 -2.14
O -1.24 0.68 -1.37
H 1.76 -0.63 -1.61
H 0.44 -1.55 -2.20
H 0.99 -0.12 -3.12
H -0.30 1.23 -2.97
```

## Properties
LUMO level: 0.698 eV
Net charge: 0
HOMO energy: -9.41 eV
Energy above the lowest of the compared OMol25 structures with the same formula, charge and spin: 73.8 kcal/mol
HOMO-LUMO gap: 10.11 eV


The following is a quantum chemistry calculation of a 2-piece molecular cluster, C4H9NO2 overall, from the OMol25 dataset.

Structure (XYZ):
```
16
Properties=species:S:1:pos:R:3
C 2.78 0.10 -1.16
N 1.43 0.01 -0.61
C 1.34 -0.04 0.65
O 0.17 -0.13 1.32
C -1.01 -0.20 0.52
C -2.22 -0.17 1.44
O -3.34 -0.24 1.02
H 2.95 -0.75 -1.83
H 2.87 1.01 -1.77
H 3.57 0.11 -0.40
H 2.18 -0.01 1.35
H -1.01 0.61 -0.23
H -1.07 -1.14 -0.01
H -2.01 -0.24 2.53
H -3.21 0.68 -1.74
H -3.42 0.41 -1.08
```

## Properties
LUMO level: 0.884 eV
Net charge: 0
HOMO energy: -10.13 eV
Energy above the lowest of the compared OMol25 structures with the same formula, charge and spin: 72.4 kcal/mol
HOMO-LUMO gap: 11.02 eV


The following is a quantum chemistry calculation of C4H9NO2 in the gas phase, from the OMol25 dataset.

Structure (XYZ):
```
16
Properties=species:S:1:pos:R:3
C -0.92 -0.08 -1.99
O -0.08 0.64 -1.11
C -0.06 1.23 0.39
C 0.46 -0.03 0.94
C 1.90 -0.36 0.69
N -0.30 -0.95 1.39
O -1.61 -0.53 1.58
H -0.52 -0.45 -2.96
H -1.43 -0.98 -1.62
H -1.72 0.59 -2.26
H -1.07 1.49 0.69
H 0.63 2.10 0.52
H 2.57 0.34 1.21
H 2.12 -0.30 -0.38
H 2.09 -1.37 1.04
H -2.05 -1.34 1.88
```

## Properties
LUMO level: 0.885 eV
Net charge: 0
HOMO energy: -9.09 eV
Energy above the lowest of the compared OMol25 structures with the same formula, charge and spin: 113.4 kcal/mol
HOMO-LUMO gap: 9.98 eV


The following is a quantum chemistry calculation of C4H9NO2 in the gas phase, from the OMol25 dataset.

Structure (XYZ):
```
16
Properties=species:S:1:pos:R:3
C 0.29 1.93 -1.50
N 1.09 1.17 -0.54
C 0.47 0.07 0.14
C -0.65 0.43 1.13
O -1.16 -0.36 1.87
C 0.07 -1.08 -0.75
O -0.14 -2.29 -0.04
H 0.09 2.96 -1.19
H 0.83 1.99 -2.44
H -0.66 1.44 -1.67
H 1.59 1.75 0.12
H 1.21 -0.33 0.85
H -0.90 1.52 1.12
H 0.92 -1.28 -1.40
H -0.79 -0.89 -1.41
H -0.65 -2.11 0.76
```

## Properties
LUMO level: 0.785 eV
Net charge: 0
HOMO energy: -9.01 eV
Energy above the lowest of the compared OMol25 structures with the same formula, charge and spin: 50.4 kcal/mol
HOMO-LUMO gap: 9.79 eV


The following is a quantum chemistry calculation of an isolated ion of composition C4H9NO2 and charge +1, from the OMol25 dataset.

Structure (XYZ):
```
16
Properties=species:S:1:pos:R:3
C -0.61 -0.85 1.45
O -1.80 -0.48 2.06
C -0.40 0.01 0.16
C 0.93 -0.28 -0.50
C 1.38 0.80 -1.50
O 2.47 1.28 -1.43
N -1.50 -0.22 -0.71
H 0.25 -0.71 2.10
H -0.68 -1.90 1.16
H -1.62 0.01 2.88
H -0.50 1.06 0.45
H 1.71 -0.26 0.27
H 0.98 -1.27 -0.95
H 0.65 1.08 -2.28
H -1.36 -0.48 -1.69
H -2.40 0.22 -0.52
```

## Properties
Multiplicity: 2
LUMO level (alpha / beta): -3.377 / -8.606 eV
Net charge: +1
HOMO energy (alpha / beta): -14.33 / -14.21 eV
Energy above the lowest of the compared OMol25 structures with the same formula, charge and spin: 42.5 kcal/mol
HOMO-LUMO gap (alpha / beta): 10.95 / 5.61 eV
Expectation value of S²: 0.755


The following is a quantum chemistry calculation of an isolated ion of composition C4H9NO2 and charge +1, from the OMol25 dataset.

Structure (XYZ):
```
16
Properties=species:S:1:pos:R:3
C 1.51 0.62 0.03
N 0.14 0.39 0.39
C -0.56 1.72 0.73
C -0.58 -0.40 -0.54
C -0.25 -1.97 -0.18
O -1.37 -2.60 -0.25
O 0.73 -2.37 0.43
H 1.58 1.25 -0.88
H 1.87 1.45 0.67
H 2.17 -0.24 -0.11
H -0.09 2.19 1.55
H -1.63 1.66 0.90
H -0.48 2.42 -0.11
H -1.70 -0.37 -0.63
H -0.19 -0.23 -1.63
H -1.17 -3.53 -0.36
```

## Properties
Multiplicity: 2
LUMO level (alpha / beta): -2.962 / -8.038 eV
Net charge: +1
HOMO energy (alpha / beta): -15.21 / -15.22 eV
Energy above the lowest of the compared OMol25 structures with the same formula, charge and spin: 41.5 kcal/mol
HOMO-LUMO gap (alpha / beta): 12.24 / 7.18 eV
Expectation value of S²: 0.755


The following is a quantum chemistry calculation of an isolated ion of composition C4H9NO2 and charge +1, from the OMol25 dataset.

Structure (XYZ):
```
16
Properties=species:S:1:pos:R:3
C 0.51 0.89 0.21
C 1.99 0.26 0.10
O 3.02 0.76 1.02
C -0.58 -0.05 -0.26
N -1.86 -0.08 0.28
C -2.93 -0.82 -0.37
O -0.30 -0.92 -1.12
H 0.56 1.82 -0.20
H 0.39 0.82 1.36
H 2.10 -0.79 0.24
H 2.13 0.34 -0.99
H 3.88 0.33 0.83
H -2.06 0.44 1.11
H -2.59 -1.28 -1.28
H -3.72 -0.10 -0.63
H -3.46 -1.46 0.37
```

## Properties
Multiplicity: 2
LUMO level (alpha / beta): -4.163 / -9.276 eV
Net charge: +1
HOMO energy (alpha / beta): -13.91 / -13.88 eV
Energy above the lowest of the compared OMol25 structures with the same formula, charge and spin: 64.0 kcal/mol
HOMO-LUMO gap (alpha / beta): 9.74 / 4.60 eV
Expectation value of S²: 0.786


The following is a quantum chemistry calculation of a 2-piece molecular cluster, C4H9NO2S overall, from the OMol25 dataset.

Structure (XYZ):
```
17
Properties=species:S:1:pos:R:3
C -0.69 0.08 0.23
C -0.60 -0.61 2.48
C 1.44 0.17 1.18
C -0.80 0.35 -2.90
N 0.06 -0.13 1.25
O -1.76 -0.04 -0.20
O 1.73 -0.01 -2.49
S 0.76 0.98 -2.01
H -1.51 -0.09 2.69
H -0.82 -1.71 2.19
H 0.15 -0.53 3.27
H 1.44 0.43 0.07
H 1.72 1.07 1.77
H 2.13 -0.60 1.45
H -0.74 -0.82 -3.10
H -0.97 0.88 -3.73
H -1.54 0.57 -2.14
```

## Properties
LUMO level (alpha / beta): 0.414 / -0.085 eV
Net charge: 0
HOMO energy (alpha / beta): -7.85 / -7.28 eV
Energy above the lowest of the compared OMol25 structures with the same formula, charge and spin: 106.3 kcal/mol
HOMO-LUMO gap (alpha / beta): 8.27 / 7.20 eV


The following is a quantum chemistry calculation of a 2-piece molecular cluster, C4H9NO2S overall, from the OMol25 dataset.

Structure (XYZ):
```
17
Properties=species:S:1:pos:R:3
C 3.81 -0.95 0.37
C -1.24 1.94 0.12
C 0.30 0.00 -0.01
C -1.07 0.46 0.42
N 0.05 -1.51 -0.19
O 4.06 -1.91 0.95
O -2.17 -0.27 -0.16
S 3.54 0.36 -0.45
H -2.05 2.47 0.51
H -1.43 2.15 -0.91
H -0.37 2.39 0.47
H 0.51 0.24 -1.11
H -1.17 0.22 1.54
H -1.03 -1.59 -0.52
H -0.08 -1.87 0.75
H 0.77 -1.91 -0.70
H -2.43 -0.22 -1.10
```

## Properties
LUMO level: 0.492 eV
Net charge: 0
HOMO energy: -6.87 eV
Energy above the lowest of the compared OMol25 structures with the same formula, charge and spin: 94.6 kcal/mol
HOMO-LUMO gap: 7.36 eV


The following is a quantum chemistry calculation of C4H9NO2S in the gas phase, from the OMol25 dataset.

Structure (XYZ):
```
17
Properties=species:S:1:pos:R:3
C 1.99 -0.61 0.63
C 1.53 -1.99 0.53
C -2.07 1.47 -0.61
C -0.85 0.62 -0.32
N 3.19 -0.38 0.35
O 1.29 0.38 1.32
O -0.98 -0.74 1.92
S -0.38 0.49 1.52
H 0.81 -2.00 -0.30
H 1.15 -2.27 1.58
H 2.40 -2.54 0.20
H -2.40 1.88 0.44
H -2.87 0.99 -1.15
H -1.72 2.38 -1.18
H 0.05 0.90 -0.72
H -1.18 -0.40 -0.49
H 3.62 0.56 0.51
```

## Properties
LUMO level: 0.822 eV
Net charge: 0
HOMO energy: -9.45 eV
Energy above the lowest of the compared OMol25 structures with the same formula, charge and spin: 64.1 kcal/mol
HOMO-LUMO gap: 10.28 eV